# 1
Density functional theory data (ωB97M-V/def2-TZVPD) for a molecular structure, C32H22Cl2IrN5O4.

Each line ends with the Mulliken spin population.
CARTESIAN COORDINATES (ANGSTROEM)
Ir: -0.5790 0.3952 0.3329  2.690
O: 4.6911 1.6506 1.6330  0.002
C: 4.2540 0.9471 2.6912  -0.005
C: 5.1967 0.5944 3.6575  0.003
C: 4.8194 -0.1262 4.7699  -0.003
C: 3.4920 -0.5163 4.9519  0.002
C: 2.5567 -0.1708 4.0025  0.007
C: 2.9136 0.5605 2.8626  -0.001
C: 1.8756 0.8841 1.8760  0.018
O: 0.6550 0.5257 2.1220  0.183
N: 2.2161 1.5153 0.7678  0.066
N: 1.1189 1.7135 -0.0353  0.146
C: 1.2424 2.5441 -1.0158  -0.011
C: 0.1845 2.8987 -1.9164  0.034
C: 0.5245 3.5966 -3.0922  -0.025
C: -0.4302 3.9846 -3.9971  0.046
C: -1.7811 3.7130 -3.7249  -0.016
C: -2.1510 3.0648 -2.5730  0.039
C: -1.1832 2.6302 -1.6384  0.052
O: -1.5887 2.0165 -0.5602  0.207
H: 3.9259 1.8346 1.0499  -0.001
H: 6.2214 0.9054 3.5059  0.000
H: 5.5650 -0.3877 5.5096  0.000
H: 3.2008 -1.0786 5.8280  0.000
H: 1.5207 -0.4583 4.1188  -0.002
H: 2.2229 2.9955 -1.1654  -0.004
H: 1.5694 3.8216 -3.2738  0.000
H: -0.1507 4.5129 -4.8978  0.002
H: -2.5418 4.0342 -4.4255  0.000
H: -3.1908 2.8767 -2.3356  -0.005
N: -2.1183 0.1564 2.0594  0.179
C: -2.0669 -1.1763 2.6203  -0.051
C: -2.8109 -1.5289 3.7078  0.007
C: -2.7230 -2.8235 4.2628  0.001
C: -1.8752 -3.7446 3.7224  0.002
C: -1.0910 -3.4135 2.5919  0.003
C: -0.1897 -4.3269 1.9983  0.007
C: 0.5325 -3.9518 0.9040  -0.001
C: 0.3454 -2.6584 0.3864  0.020
N: -0.4751 -1.7847 0.9159  0.110
C: -1.1952 -2.1279 2.0253  0.003
H: -3.0557 0.4027 1.7571  0.002
H: -1.8062 0.8390 2.7447  -0.009
H: -3.4715 -0.7978 4.1580  0.001
H: -3.3268 -3.0727 5.1242  0.000
H: -1.7892 -4.7368 4.1464  0.000
H: -0.0840 -5.3166 2.4248  0.000
H: 1.2345 -4.6204 0.4274  0.001
H: 0.8841 -2.3411 -0.4975  0.012
Cl: -5.1704 -0.5496 -2.2250  0.055
C: -3.6387 -0.4202 -2.9481  0.198
C: -3.5188 -0.2819 -4.3189  -0.089
C: -2.2737 -0.1729 -4.9080  0.244
Cl: -2.1808 0.0056 -6.6032  0.059
C: -1.0611 -0.2047 -4.1354  0.024
C: 0.2264 -0.1305 -4.6893  0.043
C: 1.3157 -0.1747 -3.8544  -0.016
C: 1.1092 -0.2541 -2.4771  0.018
N: -0.0959 -0.3127 -1.9364  0.189
C: -1.1688 -0.3104 -2.7453  0.103
C: -2.4820 -0.4336 -2.0835  0.106
O: -2.5639 -0.5345 -0.8555  0.350
H: -4.4066 -0.2577 -4.9351  0.004
H: 0.3507 -0.0443 -5.7597  0.005
H: 2.3228 -0.1316 -4.2437  0.000
H: 1.9478 -0.2463 -1.7892  -0.005

## Properties
- Relative energy (zero: lowest compared OMol25 entry of this formula, charge and spin): 0.000 eV
- Spin multiplicity: 6
- Charge: +1
- Frontier orbital gap (spin up / spin down): 6.63 / 4.83 eV
- Lowest unoccupied orbital energy (spin up / spin down): -3.5633 / -5.3772 eV
- <S²>: 8.805

***

# 2
Density functional theory data (ωB97M-V/def2-TZVPD) for a molecular structure, C32H22Cl2IrN5O4.

Each line ends with the Mulliken spin population.
CARTESIAN COORDINATES (ANGSTROEM)
Ir: -0.0489 0.6294 0.5527  2.706
O: 1.6861 -1.6249 -4.2400  0.001
C: 1.9438 -0.3078 -4.4157  0.006
C: 2.6728 0.0658 -5.5401  0.000
C: 2.9177 1.4012 -5.7942  0.001
C: 2.4453 2.3913 -4.9361  -0.001
C: 1.7636 2.0215 -3.7944  0.002
C: 1.5128 0.6766 -3.5139  0.007
C: 0.8638 0.3223 -2.2354  0.032
O: 0.9977 1.1382 -1.2452  0.150
N: 0.2029 -0.8152 -2.1806  0.011
N: -0.3787 -0.9989 -0.9354  0.215
C: -0.7167 -2.1947 -0.6130  -0.014
C: -1.1616 -2.6078 0.6974  0.019
C: -1.1457 -3.9840 0.9776  0.008
C: -1.3861 -4.4641 2.2443  0.015
C: -1.6672 -3.5534 3.2679  0.000
C: -1.7345 -2.1997 3.0118  0.029
C: -1.4993 -1.6952 1.7215  0.045
O: -1.6206 -0.4001 1.4967  0.253
H: 1.0058 -1.6960 -3.5434  0.000
H: 3.0205 -0.7084 -6.2106  0.000
H: 3.4796 1.6780 -6.6769  0.000
H: 2.6223 3.4353 -5.1533  0.000
H: 1.4177 2.7674 -3.0906  -0.001
H: -0.5480 -2.9726 -1.3594  0.000
H: -0.9234 -4.6723 0.1694  0.001
H: -1.3724 -5.5261 2.4443  0.001
H: -1.8455 -3.9157 4.2727  0.000
H: -1.9902 -1.4868 3.7866  -0.004
N: -0.8931 2.4489 1.7200  0.143
C: -1.8911 3.2683 1.0722  -0.007
C: -2.4363 4.3639 1.6738  0.003
C: -3.4008 5.1445 1.0014  0.005
C: -3.7940 4.8098 -0.2610  -0.001
C: -3.2517 3.6706 -0.9007  -0.005
C: -3.6321 3.2630 -2.1999  -0.007
C: -3.0946 2.1304 -2.7296  0.007
C: -2.1640 1.3941 -1.9683  -0.016
N: -1.7652 1.7579 -0.7741  0.176
C: -2.2983 2.8851 -0.2247  -0.001
H: -1.2793 1.9691 2.5304  0.004
H: -0.1171 3.0148 2.0511  -0.003
H: -2.1227 4.6394 2.6736  0.000
H: -3.8235 6.0075 1.4966  0.000
H: -4.5291 5.4052 -0.7874  0.000
H: -4.3491 3.8553 -2.7548  0.000
H: -3.3667 1.7785 -3.7142  0.001
H: -1.7488 0.4803 -2.3697  0.015
Cl: 0.7107 0.4337 5.6558  0.049
C: 1.4541 -0.6485 4.5756  0.211
C: 2.1427 -1.7494 5.0437  -0.088
C: 2.7385 -2.6328 4.1574  0.251
Cl: 3.5944 -3.9619 4.7878  0.065
C: 2.6550 -2.4542 2.7329  -0.007
C: 3.2309 -3.3194 1.7903  0.048
C: 3.0770 -3.0407 0.4554  -0.009
C: 2.3417 -1.9151 0.0720  0.000
N: 1.7840 -1.0958 0.9459  0.149
C: 1.9465 -1.3513 2.2494  0.093
C: 1.3275 -0.3928 3.1642  0.107
O: 0.7196 0.5988 2.7208  0.317
H: 2.2191 -1.9221 6.1079  0.003
H: 3.7907 -4.1835 2.1200  0.007
H: 3.5071 -3.6793 -0.3029  0.001
H: 2.2041 -1.6754 -0.9760  0.007

## Properties
- Relative energy (zero: lowest compared OMol25 entry of this formula, charge and spin): 0.532 eV
- Spin multiplicity: 6
- Charge: +1
- Frontier orbital gap (spin up / spin down): 6.47 / 4.65 eV
- Lowest unoccupied orbital energy (spin up / spin down): -3.5994 / -5.6947 eV
- <S²>: 8.792

***

# 3
Density functional theory data (ωB97M-V/def2-TZVPD) for a molecular structure, C32H24AlBrN4O2S2.

Each line ends with the Mulliken charge.
CARTESIAN COORDINATES (ANGSTROEM)
Al: -0.8004 -0.0124 -1.1806  -0.313
C: 1.8393 -1.7628 -2.7839  -1.631
C: 1.7306 -0.8687 -1.5892  0.755
N: 1.2670 0.3407 -1.7527  -0.301
N: 1.7570 1.2385 -0.7857  -0.579
C: 0.9757 2.1484 -0.3403  0.620
S: -0.7180 2.3100 -0.6885  -0.528
S: 1.6491 3.3752 0.7421  -0.155
C: 3.1946 2.5881 1.3283  -0.503
C: 3.2066 2.5017 2.8292  0.491
C: 2.2918 1.6843 3.4894  0.103
C: 2.2830 1.6125 4.8720  -0.728
C: 3.1866 2.3625 5.6181  -0.402
C: 4.0996 3.1784 4.9696  -0.585
C: 4.1064 3.2472 3.5808  -0.509
C: 2.0158 -1.3530 -0.2417  0.360
C: 3.1462 -2.0929 0.1049  -0.863
C: 3.3157 -2.5722 1.3884  -0.832
C: 2.3090 -2.3565 2.3294  -0.610
C: 1.1593 -1.6661 1.9998  -0.552
C: 0.9876 -1.1187 0.7207  1.236
O: -0.1141 -0.4587 0.4378  -0.592
H: 2.4529 -1.2754 -3.5431  0.414
H: 0.8521 -1.9489 -3.2053  0.249
H: 2.2876 -2.7164 -2.5107  0.482
H: 4.0347 3.1731 0.9592  0.503
H: 3.2144 1.6077 0.8552  0.032
H: 1.5797 1.1101 2.9074  0.322
H: 1.5648 0.9748 5.3728  0.403
H: 3.1727 2.3142 6.6998  0.367
H: 4.8061 3.7667 5.5419  0.366
H: 4.8211 3.8859 3.0738  0.342
H: 3.9139 -2.2607 -0.6426  0.486
H: 4.2175 -3.1039 1.6607  0.421
H: 2.4244 -2.7403 3.3361  0.460
H: 0.3686 -1.5144 2.7244  0.507
Br: -2.7617 -5.8577 2.3182  -0.212
C: -2.1893 -4.5505 1.0686  -0.207
C: -1.0581 -4.7922 0.2856  -0.513
C: -0.6484 -3.8636 -0.6429  -0.364
C: -1.3237 -2.6417 -0.8069  0.396
O: -0.9154 -1.7749 -1.7103  -0.515
C: -2.4625 -2.4115 0.0120  0.152
C: -3.2581 -1.2311 -0.2067  0.061
N: -2.7640 -0.1940 -0.7764  0.402
C: -3.5303 0.8208 -1.3831  -0.187
C: -4.6939 1.3774 -0.9393  -0.721
C: -5.3182 2.3922 -1.6986  -0.808
C: -4.7845 2.8177 -2.8823  -0.889
C: -3.5784 2.2546 -3.3636  0.760
C: -2.9391 2.6416 -4.5650  -0.691
C: -1.7625 2.0529 -4.9224  -0.949
C: -1.1848 1.0923 -4.0697  0.005
N: -1.7447 0.7123 -2.9495  0.500
C: -2.9487 1.2634 -2.6010  0.758
C: -2.8930 -3.3853 0.9251  -0.715
H: -0.5010 -5.7099 0.4181  0.447
H: 0.2335 -4.0391 -1.2461  0.402
H: -4.3263 -1.2752 0.0145  0.523
H: -5.1255 1.0597 0.0018  0.480
H: -6.2273 2.8437 -1.3246  0.402
H: -5.2641 3.6025 -3.4538  0.408
H: -3.3887 3.4090 -5.1836  0.432
H: -1.2497 2.3310 -5.8322  0.413
H: -0.2197 0.6545 -4.2949  0.487
H: -3.7708 -3.1970 1.5313  0.510

## Properties
- Spin multiplicity: 1
- Frontier orbital gap: 6.58 eV
- Lowest unoccupied orbital energy: -0.9386 eV

***

For each record above, in turn, the calculated energy values are -2831.835580 -2831.816012 -5216.343297 Ha.